[1]
An isolated ion of composition C4H8NO2 and charge +1 in a non-equilibrium geometry, computed with ωB97M-V with the def2-TZVPD basis set.

Total charge: +1

Last columns: bonded neighbours and bond lengths (Å).
Element x y z (Å)
1 C 0.865 0.430 0.991  C2 1.327, N5 1.423, H8 1.078
2 C 0.977 1.526 0.250  C1 1.327, O6 1.378, H9 1.076
3 C -0.681 0.678 -1.089  O6 1.321, O7 1.287, H10 1.091
4 C 0.237 -1.786 0.151  N5 1.460, H11 1.088, H12 1.089, H13 1.091
5 N -0.175 -0.467 0.620  C1 1.423, C4 1.460, H14 1.022
6 O -0.012 1.744 -0.685  C2 1.378, C3 1.321
7 O -1.952 0.759 -1.275  C3 1.287, H15 0.976
8 H 1.483 0.235 1.852  C1 1.078
9 H 1.679 2.334 0.354  C2 1.076
10 H -0.188 -0.080 -1.698  C3 1.091
11 H -0.613 -2.282 -0.314  C4 1.088
12 H 1.047 -1.691 -0.571  C4 1.089
13 H 0.593 -2.404 0.976  C4 1.091
14 H -0.895 -0.557 1.340  N5 1.022
15 H -2.366 1.561 -0.904  O7 0.976

Atom charges from the Löwdin analysis, given in e for atoms 1 to 5: number 1, C, carries -0.07; number 2, C, carries -0.02; number 3, C, carries -0.19; number 4, C, carries -0.05; number 5, N, carries -0.08

[2]
An isolated ion of composition C4H8NO2 and charge +1 in a non-equilibrium geometry, computed with ωB97M-V with the def2-TZVPD basis set.

Total charge: +1

Last columns: bonded neighbours and bond lengths (Å).
Element x y z (Å)
1 C 0.465 -1.392 0.252  C2 1.517, C3 1.589, H8 1.167, H9 1.136
2 C 1.851 -0.805 0.069  C1 1.517, N5 1.504, H10 1.062, H11 1.109
3 C -0.431 -0.189 -0.274  C1 1.589, O7 1.264, H12 1.133
4 C -2.185 1.341 0.024  O7 1.404, H13 1.058, H14 1.039, H15 1.040
5 N 1.409 0.630 0.004  C2 1.504, O6 1.197
6 O 2.132 1.581 -0.081  N5 1.197
7 O -1.311 0.335 0.467  C3 1.264, C4 1.404
8 H 0.356 -2.465 -0.194  C1 1.167
9 H 0.233 -1.503 1.359  C1 1.136
10 H 2.502 -1.125 0.845  C2 1.062
11 H 2.341 -1.150 -0.864  C2 1.109
12 H -0.257 -0.017 -1.380  C3 1.133
13 H -3.193 1.076 0.207  C4 1.058
14 H -1.881 1.445 -0.964  C4 1.039
15 H -2.029 2.237 0.529  C4 1.040

Atom charges from the Löwdin analysis, given in e for atoms 1 to 5: number 1, C, carries -0.09; number 2, C, carries -0.12; number 3, C, carries -0.08; number 4, C, carries 0.04; number 5, N, carries -0.03

[3]
A 2-piece molecular cluster, C4H8NO2 overall in a non-equilibrium geometry, computed with ωB97M-V with the def2-TZVPD basis set.

Total charge: +1

Last columns: bonded neighbours and bond lengths (Å).
Element x y z (Å)
1 C -2.699 0.156 -0.164  C2 1.352, O6 1.162
2 C -1.630 -0.355 -0.815  C1 1.352, O7 1.445, H8 1.094
3 C 0.687 -0.691 0.951  N5 1.320, H9 1.161, H10 1.056
4 C 1.828 0.991 -0.427  N5 1.439, H12 1.003, H13 1.079, H14 1.172
5 N 0.991 0.561 0.662  C3 1.320, C4 1.439, H15 1.071
6 O -3.533 0.621 0.498  C1 1.162
7 O -0.832 -1.361 -0.153  C2 1.445, H11 1.003
8 H -1.417 -0.195 -1.877  C2 1.094
9 H 1.235 -1.425 0.239  C3 1.161
10 H 0.117 -0.784 1.835  C3 1.056
11 H -1.595 -1.906 0.203  O7 1.003
12 H 1.441 1.762 -0.937  C4 1.003
13 H 2.852 1.197 -0.158  C4 1.079
14 H 1.911 0.065 -1.140  C4 1.172
15 H 0.645 1.363 1.282  N5 1.071

Atom charges from the Löwdin analysis, given in e for atoms 1 to 5: number 1, C, carries -0.11; number 2, C, carries -0.11; number 3, C, carries 0.07; number 4, C, carries -0.03; number 5, N, carries -0.04

[4]
An isolated ion of composition C4H8NO2S and charge -1 in a non-equilibrium geometry, computed with ωB97M-V with the def2-TZVPD basis set.

Total charge: -1
SMILES string: O=CN[C@H](CO)C[S-]

Last columns: bonded neighbours and bond lengths (Å).
Element x y z (Å)
1 O -3.075 0.959 0.464  C2 1.170
2 C -2.108 0.313 0.340  O1 1.170, N3 1.396, H9 1.133
3 N -1.068 0.491 -0.574  C2 1.396, C4 1.438, H10 1.007
4 C 0.020 -0.434 -0.400  N3 1.438, C5 1.520, C7 1.540, H11 1.103
5 C 1.037 -0.212 -1.508  C4 1.520, S6 1.815, H12 1.160, H13 1.113
6 S 2.808 0.047 -1.211  C5 1.815
7 C 0.752 0.126 0.834  C4 1.540, O8 1.462, H15 1.134, H16 1.082
8 O 0.379 -0.769 1.929  C7 1.462, H14 0.890
9 H -2.063 -0.659 0.921  C2 1.133
10 H -1.099 1.394 -1.018  N3 1.007
11 H -0.395 -1.426 -0.154  C4 1.103
12 H 0.908 0.825 -2.011  C5 1.160
13 H 0.891 -0.997 -2.283  C5 1.113
14 H 0.890 -0.993 2.622  O8 0.890
15 H 0.296 1.088 1.225  C7 1.134
16 H 1.827 0.246 0.822  C7 1.082

Atom charges from the Löwdin analysis, given in e for atoms 1 to 5: number 1, O, carries 0.03; number 2, C, carries -0.41; number 3, N, carries 0.03; number 4, C, carries -0.38; number 5, C, carries -0.71

In the order shown, the computed frontier orbital gap values come out to 10.84; 8.96; 9.24; 6.19 eV.
In the order shown, the computed relative energy (zero: lowest compared OMol25 entry of this formula, charge and spin) values come out to 2.0754; 5.3005; 3.7885; 2.8083 eV.